Record 1
# C33H78AsF6N10O9

A molecular structure, C33H78AsF6N10O9 (wB97M-V/def2-TZVPD, the OMol25 dataset).

Geometry as ORCA input:
```
! RIJCOSX wB97M-V def2-TZVPD def2/J DEFGRID3
* xyz -1 1
As 10.830 26.653 27.375
F 9.464 25.524 27.215
F 10.448 27.358 25.756
F 12.197 27.823 27.537
F 11.088 26.041 29.063
F 12.021 25.443 26.830
F 9.704 27.764 28.236
C 7.036 26.381 27.655
C 5.839 26.215 26.553
N 6.056 25.154 25.521
C 7.405 25.369 24.913
C 7.726 24.286 23.831
C 5.029 25.398 24.475
C 3.695 24.620 24.872
H 7.989 26.573 27.161
H 7.116 25.485 28.271
H 6.921 27.202 28.363
H 4.981 25.837 27.108
H 5.532 27.151 26.087
H 7.450 26.393 24.540
H 8.169 25.255 25.681
H 8.471 24.673 23.135
H 8.336 23.452 24.181
H 6.955 23.965 23.130
H 5.350 25.094 23.478
H 4.708 26.429 24.323
H 3.914 23.657 25.333
H 3.092 24.623 23.963
H 3.081 25.217 25.546
C 6.889 22.841 26.757
C 8.356 22.699 26.985
O 9.004 21.683 26.743
N 8.923 23.706 27.660
C 10.265 23.649 28.231
H 6.365 23.539 27.411
H 6.366 21.923 27.026
H 6.584 23.100 25.743
H 8.263 24.425 27.922
H 10.550 22.792 28.842
H 10.342 24.497 28.910
H 10.986 23.904 27.454
C 13.651 28.391 29.242
C 15.155 28.172 29.074
O 15.876 28.500 30.044
N 15.715 27.723 27.956
C 15.079 27.218 26.810
H 13.432 28.441 30.309
H 13.228 27.449 28.895
H 13.301 29.295 28.742
H 16.719 27.617 27.965
H 14.135 26.713 27.014
H 15.729 26.479 26.341
H 14.889 28.124 26.235
C 7.049 31.674 25.532
C 7.102 30.298 25.984
O 6.121 29.645 26.379
N 8.321 29.808 25.863
C 8.703 28.416 26.201
H 6.501 32.270 26.261
H 6.548 31.652 24.564
H 7.963 32.186 25.230
H 9.154 30.332 25.637
H 9.457 28.410 26.987
H 9.235 28.122 25.296
H 7.909 27.676 26.302
C 9.725 29.544 31.809
C 10.459 28.223 31.611
O 11.626 28.102 32.018
N 9.825 27.242 30.969
C 8.513 27.199 30.390
H 8.678 29.362 32.052
H 10.104 30.073 30.934
H 10.085 30.235 32.571
H 10.437 26.443 30.881
H 8.204 26.165 30.232
H 8.244 27.795 29.518
H 7.829 27.469 31.194
C 9.797 26.937 24.083
C 10.003 27.225 22.596
O 11.082 27.158 22.042
N 8.878 27.458 21.881
C 8.957 27.539 20.381
H 9.168 27.720 24.507
H 10.782 26.814 24.534
H 9.307 25.980 24.260
H 7.963 27.637 22.271
H 8.602 28.496 19.998
H 8.310 26.837 19.854
H 9.989 27.499 20.034
C 12.692 22.018 25.590
C 11.346 22.611 25.389
O 10.349 21.870 25.122
N 11.198 23.943 25.400
C 10.008 24.568 24.988
H 12.895 21.890 26.653
H 13.539 22.476 25.079
H 12.557 20.972 25.315
H 12.045 24.476 25.531
H 9.853 24.698 23.916
H 9.839 25.479 25.562
H 9.187 23.941 25.334
C 13.274 25.355 24.662
C 13.715 26.553 23.979
O 14.490 26.539 23.046
N 13.050 27.647 24.362
C 13.014 28.898 23.617
H 13.141 24.457 24.058
H 12.262 25.535 25.024
H 13.835 25.222 25.587
H 12.450 27.416 25.141
H 13.898 29.133 23.024
H 13.063 29.635 24.419
H 12.063 28.983 23.093
C 11.013 33.072 27.535
C 11.470 31.736 28.152
O 12.550 31.773 28.779
N 10.644 30.700 28.001
C 11.088 29.385 28.493
H 9.933 32.942 27.462
H 11.458 33.296 26.566
H 11.081 33.926 28.210
H 9.845 30.741 27.385
H 12.147 29.245 28.711
H 10.897 28.603 27.759
H 10.488 29.011 29.323
C 13.401 24.900 28.101
C 14.162 23.876 27.228
O 13.894 23.836 26.089
N 15.079 23.059 27.771
C 15.819 22.071 27.088
H 13.238 25.904 27.709
H 13.896 25.131 29.044
H 12.430 24.503 28.399
H 15.066 22.964 28.777
H 16.062 22.327 26.057
H 15.192 21.179 27.100
H 16.791 21.932 27.560
*
```

As for the total energy: -145936.19585 eV. As for the energy relative to the best compared isomer or geometry (same formula, charge and spin): 2815.4 kJ/mol. The value obtained for the maximum force is 12.34 eV/A. As for the HOMO energy: -5.7296 eV.

Atomic partial charges in e from the Mulliken method, atoms 1 to 2: 4.2790 -0.1545


Record 2
# C33H78Cl9O20P5

8 unconnected molecules or ions with the total composition C33H78Cl9O20P5 (wB97M-V/def2-TZVPD, the OMol25 dataset).

Geometry as ORCA input:
```
! RIJCOSX wB97M-V def2-TZVPD def2/J DEFGRID3
* xyz 0 1
C -21.174 -3.448 -18.516
C -22.652 -3.348 -18.632
O -23.095 -2.423 -19.737
P -23.987 -3.094 -20.901
O -25.349 -3.535 -20.607
O -23.014 -4.284 -21.354
C -23.697 -5.483 -21.963
C -22.755 -6.586 -22.389
O -23.933 -2.021 -22.109
C -22.596 -1.555 -22.488
C -22.751 -0.515 -23.590
H -20.682 -4.003 -17.695
H -20.868 -3.977 -19.441
H -20.710 -2.478 -18.552
H -23.140 -4.361 -18.702
H -23.130 -2.869 -17.751
H -24.444 -5.795 -21.173
H -24.243 -5.178 -22.876
H -23.320 -7.332 -22.980
H -21.922 -6.161 -22.964
H -22.203 -7.002 -21.462
H -22.181 -1.122 -21.598
H -21.925 -2.397 -22.821
H -23.549 0.228 -23.285
H -21.810 0.094 -23.628
H -22.964 -0.969 -24.503
C -16.348 -3.688 -19.324
C -17.808 -3.269 -19.270
O -17.909 -2.053 -18.439
P -17.564 -0.597 -18.979
O -16.553 -0.403 -20.032
O -18.989 -0.134 -19.549
C -19.018 1.162 -20.244
C -19.518 0.968 -21.635
O -17.272 0.107 -17.676
C -18.224 0.156 -16.596
C -17.626 1.003 -15.459
H -15.833 -3.126 -20.055
H -15.868 -3.586 -18.357
H -16.263 -4.718 -19.640
H -18.342 -3.064 -20.231
H -18.388 -4.035 -18.811
H -19.752 1.662 -19.590
H -18.024 1.527 -20.104
H -20.363 0.164 -21.636
H -19.847 1.871 -22.094
H -18.668 0.569 -22.200
H -19.131 0.641 -17.070
H -18.469 -0.849 -16.284
H -16.857 0.562 -14.816
H -17.202 1.809 -15.987
H -18.368 1.348 -14.767
C -17.541 6.702 -17.464
C -18.391 5.546 -16.938
O -18.998 5.936 -15.707
P -19.889 4.940 -14.818
O -19.350 3.558 -14.636
O -19.938 5.644 -13.442
C -20.640 6.875 -13.093
C -19.711 7.588 -12.089
O -21.282 5.006 -15.515
C -22.279 3.966 -15.306
C -21.869 2.618 -15.695
H -18.045 7.614 -17.706
H -16.683 6.926 -16.834
H -17.072 6.260 -18.396
H -19.148 5.309 -17.712
H -17.772 4.692 -16.701
H -20.768 7.465 -13.988
H -21.643 6.653 -12.766
H -19.177 6.746 -11.555
H -18.941 8.110 -12.607
H -20.333 8.278 -11.509
H -22.605 3.953 -14.280
H -23.150 4.225 -15.948
H -21.016 2.200 -15.095
H -22.740 1.990 -15.624
H -21.525 2.581 -16.739
C -21.222 9.889 -21.069
C -22.364 8.803 -21.307
O -22.304 8.377 -22.628
P -23.367 7.448 -23.336
O -23.274 7.521 -24.816
O -23.199 6.105 -22.616
C -24.122 5.105 -22.797
C -23.510 3.834 -23.457
O -24.766 7.918 -22.771
C -25.368 9.048 -23.284
C -26.854 8.930 -22.999
H -21.045 10.012 -20.034
H -20.190 9.617 -21.479
H -21.357 10.924 -21.442
H -22.036 7.962 -20.667
H -23.315 9.094 -20.945
H -24.500 4.785 -21.800
H -25.021 5.397 -23.335
H -22.593 3.545 -22.920
H -24.167 2.972 -23.386
H -23.166 4.058 -24.455
H -25.040 9.950 -22.755
H -25.198 9.071 -24.357
H -27.209 7.971 -23.228
H -27.102 9.125 -21.971
H -27.420 9.684 -23.490
C -26.217 6.709 -19.645
C -25.403 7.608 -18.732
O -23.999 7.484 -18.892
P -23.126 6.478 -17.930
O -23.885 5.320 -17.487
O -22.484 7.469 -16.830
C -22.306 8.831 -17.029
C -20.809 9.173 -17.132
O -21.835 6.161 -18.755
C -21.893 5.084 -19.761
C -20.627 5.183 -20.575
H -25.775 6.713 -20.695
H -26.161 5.680 -19.253
H -27.204 7.062 -19.726
H -25.537 8.654 -18.974
H -25.716 7.615 -17.654
H -22.898 9.284 -17.854
H -22.622 9.294 -16.100
H -20.643 10.193 -16.800
H -20.338 8.527 -16.442
H -20.318 9.104 -18.064
H -22.091 4.102 -19.263
H -22.783 5.286 -20.337
H -20.520 6.102 -21.192
H -19.742 5.000 -19.974
H -20.680 4.264 -21.221
Cl -25.930 -0.033 -21.325
C -27.115 1.277 -21.109
Cl -28.686 0.861 -21.863
Cl -26.509 2.792 -21.689
H -27.269 1.297 -20.033
Cl -22.867 1.571 -20.160
C -23.495 0.742 -18.743
Cl -24.518 1.784 -17.766
Cl -22.083 0.102 -17.854
H -23.968 -0.182 -19.109
Cl -22.339 -0.182 -13.141
C -22.774 -1.604 -14.131
Cl -21.309 -2.024 -15.109
Cl -24.226 -1.366 -15.117
H -22.891 -2.497 -13.494
*
```

Its structure (SMILES) is CCOP(=O)(OCC)OCC.CCOP(=O)(OCC)OCC.CCOP(=O)(OCC)OCC.CCOP(=O)(OCC)OCC.CCOP(=O)(OCC)OCC.ClC(Cl)Cl.ClC(Cl)Cl.ClC(Cl)Cl. As for the total energy: -235594.38489 eV. As for the energy relative to the best compared isomer or geometry (same formula, charge and spin): 0.0 kJ/mol. The value obtained for the maximum force is 4.04 eV/A. As for the HOMO energy: -9.9467 eV.

Atomic partial charges in e from the Mulliken method, atoms 1 to 2: -0.7262 -0.4255


Record 3
# C33H78N2O7

7 unconnected molecules or ions with the total composition C33H78N2O7 (wB97M-V/def2-TZVPD, the OMol25 dataset).

Geometry as ORCA input:
```
! RIJCOSX wB97M-V def2-TZVPD def2/J DEFGRID3
* xyz 0 1
C 5.872 -6.584 0.308
C 5.204 -6.692 1.698
C 5.482 -8.104 2.222
C 5.784 -5.695 2.684
C 5.315 -4.258 2.403
C 3.787 -4.162 2.318
C 3.105 -5.229 1.465
C 1.641 -5.305 1.900
C 3.139 -4.828 -0.022
N 3.756 -6.512 1.731
O 3.143 -7.528 0.938
H 5.287 -7.159 -0.411
H 5.945 -5.577 -0.100
H 6.879 -6.984 0.427
H 6.542 -8.181 2.482
H 4.922 -8.241 3.151
H 5.237 -8.905 1.531
H 5.449 -5.980 3.684
H 6.872 -5.661 2.606
H 5.634 -3.634 3.236
H 5.695 -3.965 1.423
H 3.580 -3.164 1.916
H 3.365 -4.148 3.328
H 1.120 -6.011 1.249
H 1.166 -4.334 1.784
H 1.572 -5.648 2.933
H 2.576 -3.891 -0.108
H 2.571 -5.552 -0.602
H 4.151 -4.634 -0.354
H 2.478 -7.898 1.526
C -5.991 5.513 -2.682
C -5.453 5.341 -4.105
C -6.570 5.396 -5.138
C -4.433 6.407 -4.471
C -3.087 6.265 -3.782
C -2.564 4.850 -4.068
C -3.525 3.743 -3.651
C -2.965 2.460 -4.246
C -3.476 3.604 -2.106
N -4.810 4.019 -4.266
O -5.710 2.959 -4.009
H -6.721 6.331 -2.648
H -6.410 4.573 -2.341
H -5.219 5.932 -2.032
H -6.140 5.334 -6.137
H -7.337 4.633 -5.006
H -7.116 6.341 -5.060
H -4.235 6.506 -5.545
H -4.888 7.389 -4.277
H -2.360 6.989 -4.154
H -3.147 6.478 -2.709
H -1.549 4.715 -3.690
H -2.463 4.848 -5.163
H -2.810 2.528 -5.327
H -3.625 1.591 -4.157
H -2.034 2.137 -3.779
H -3.474 4.574 -1.602
H -2.555 3.098 -1.824
H -4.360 3.080 -1.742
H -6.055 2.740 -4.879
C -4.918 2.241 3.919
C -3.581 2.299 3.198
C -2.426 1.928 4.089
O -3.709 1.364 2.120
H -4.908 2.818 4.843
H -5.152 1.202 4.158
H -5.698 2.638 3.269
H -3.480 3.313 2.796
H -2.279 0.848 4.102
H -2.538 2.275 5.119
H -1.478 2.364 3.756
H -2.890 1.368 1.615
C -2.562 -1.911 2.359
C -2.087 -3.131 3.155
C -3.242 -3.828 3.852
O -1.439 -3.990 2.198
H -1.720 -1.288 2.052
H -3.276 -1.297 2.912
H -3.076 -2.128 1.415
H -1.314 -2.761 3.823
H -3.885 -3.053 4.272
H -2.898 -4.478 4.656
H -3.837 -4.421 3.158
H -2.094 -4.261 1.546
C 0.520 -1.132 0.106
C 0.174 0.253 -0.412
C -0.439 0.198 -1.784
O -0.830 0.798 0.486
H -0.375 -1.736 0.268
H 1.002 -1.119 1.087
H 1.190 -1.659 -0.578
H 1.068 0.876 -0.383
H -0.883 1.150 -2.067
H -1.187 -0.600 -1.836
H 0.299 -0.093 -2.539
H -1.659 0.473 0.118
C 3.824 3.435 1.028
C 2.364 3.643 0.736
C 1.560 4.043 1.957
O 2.306 4.724 -0.245
H 4.209 4.397 1.388
H 4.461 3.218 0.173
H 3.970 2.697 1.817
H 1.875 2.809 0.220
H 1.669 3.266 2.721
H 0.518 4.213 1.708
H 2.017 4.929 2.402
H 1.514 4.616 -0.778
C 4.187 -0.080 -0.071
C 3.780 -0.225 -1.508
C 3.895 1.105 -2.239
O 4.620 -1.183 -2.171
H 3.760 0.832 0.346
H 5.271 -0.037 0.038
H 3.856 -0.932 0.528
H 2.751 -0.567 -1.622
H 3.272 1.867 -1.761
H 3.588 1.047 -3.286
H 4.926 1.472 -2.225
H 5.226 -0.720 -2.756
*
```

Its structure (SMILES) is CC1(C)CCCC(C)(C)N1O.CC1(C)CCCC(C)(C)N1O.CC(C)O.CC(C)O.CC(C)O.CC(C)O.CC(C)O. As for the total energy: -52795.97013 eV. As for the energy relative to the best compared isomer or geometry (same formula, charge and spin): 122.6 kJ/mol. The value obtained for the maximum force is 2.06 eV/A. As for the HOMO energy: -8.1462 eV.

Atomic partial charges in e from the Mulliken method, atoms 1 to 2: -1.7554 1.5477


Look up the energy relative to the best compared isomer or geometry (same formula, charge and spin) of the second one. 0.0 kJ/mol


Number 2 is which compound? C33H78Cl9O20P5